No. 1
Entry from the OMol25 dataset: a molecular structure, C4H7NS at a distorted geometry (ωB97M-V/def2-TZVPD).

Geometry as XYZ:
```
13
Properties=species:S:1:pos:R:3:forces:R:3:lowdin_charge:R:1
C 0.33719 0.78355 0.18890 -0.5 -2.9 3.8 -0.047
C 0.88603 -0.21088 -0.47400 -0.1 -1.4 0.4 -0.610
C 1.53672 -0.26011 -1.77910 1.8 1.0 -0.6 -0.108
C -1.44006 -0.18592 1.88989 -0.9 0.2 3.7 -0.253
N -0.03976 -0.20321 1.57305 0.8 4.0 -2.8 -0.479
S 0.54953 -1.56350 0.68330 0.1 0.7 -1.5 0.884
H 0.50606 1.82862 0.12941 -0.4 0.8 0.2 0.082
H 0.90322 -0.80276 -2.43180 -0.5 -0.6 -1.0 0.062
H 1.74791 0.75074 -2.22947 -0.6 -0.8 0.6 0.103
H 2.52822 -0.74404 -1.76670 -0.4 -0.1 0.2 0.086
H -2.20993 -0.17756 1.07481 0.8 0.3 0.6 0.076
H -1.56665 -1.13242 2.50026 -0.3 0.8 -0.7 0.066
H -1.60649 0.67181 2.80230 0.2 -2.0 -3.0 0.138
```
Forces are in eV/Å.

Output
- max |F| (eV/Å) = 4.97
- HOMO (hartree) = -0.307
- electronic energy (eV) = -16583.28974
- Kohn-Sham gap (eV) = 9.093

---

No. 2
Entry from the OMol25 dataset: a gas-phase ion, C3H9N2 (charge +1) at a distorted geometry (ωB97M-V/def2-TZVPD).

Geometry as XYZ:
```
14
Properties=species:S:1:pos:R:3:forces:R:3:lowdin_charge:R:1
C -0.97735 0.34065 -0.00713 0.6 0.5 0.0 0.178
C 1.37535 1.05905 -0.06937 0.9 1.1 -0.2 -0.029
C 0.87575 -1.35659 -0.04969 0.4 -1.2 0.1 -0.024
N -2.65487 -0.01720 -0.09323 6.0 -0.5 -0.5 0.136
N 0.41521 0.00118 -0.02034 -7.9 -0.2 0.0 -0.191
H -1.05675 1.42284 -0.01608 0.2 0.0 0.1 0.107
H -3.07763 0.68629 0.49612 0.1 0.1 0.3 0.069
H 1.01926 1.96223 0.42981 0.0 -0.2 0.0 0.110
H 2.28510 0.71373 0.42361 -0.1 0.0 0.0 0.116
H 1.62137 1.30602 -1.10736 0.0 -0.1 0.1 0.122
H 0.06060 -2.04669 -0.26226 0.0 0.1 0.0 0.106
H 1.65038 -1.47430 -0.81162 -0.1 0.1 0.0 0.116
H 1.32308 -1.62413 0.91354 -0.1 0.1 -0.1 0.118
H -2.85950 -0.97310 0.17403 0.0 0.0 0.2 0.066
```
Forces are in eV/Å.

Output
- max |F| (eV/Å) = 7.93
- HOMO (hartree) = -0.565
- electronic energy (eV) = -6227.56627
- structure (SMILES) = C[N+](C)=CN
- Kohn-Sham gap (eV) = 10.232
- net charge = +1

---

No. 3
Entry from the OMol25 dataset: a molecular structure, C4H2KLiO2 at a distorted geometry (ωB97M-V/def2-TZVPD).

Geometry as XYZ:
```
10
Properties=species:S:1:pos:R:3:forces:R:3:lowdin_charge:R:1
C -1.43724 0.12356 -1.06685 2.4 1.8 1.1 -0.473
C -0.50633 0.70565 -1.69606 -2.1 0.3 -0.7 -0.157
C 0.65102 0.31701 1.79409 -0.1 -1.3 1.1 -0.064
C 1.25067 -0.60120 1.14705 -0.4 2.3 -1.8 -0.465
O 1.66036 -1.07694 0.08094 0.3 -1.2 2.7 -0.302
O -1.95805 -0.29859 -0.04008 -1.2 -1.2 -0.1 -0.196
Li -1.45023 -0.70538 1.69842 0.7 0.6 -0.8 0.739
K 1.31806 -0.89458 -2.11913 0.7 -0.7 -1.5 0.936
H -0.35442 1.47196 -2.44505 -0.2 -0.3 0.2 -0.002
H 0.82617 0.95851 2.64667 0.0 -0.3 -0.2 -0.015
```
Forces are in eV/Å.

Output
- max |F| (eV/Å) = 3.13
- HOMO (hartree) = -0.275
- electronic energy (eV) = -24802.70529
- Kohn-Sham gap (eV) = 7.248

---

No. 4
Entry from the OMol25 dataset: a gas-phase ion, CHFNO2S (charge -1) at a distorted geometry (ωB97M-V/def2-TZVPD).

Geometry as XYZ:
```
7
Properties=species:S:1:pos:R:3:forces:R:3:lowdin_charge:R:1
C 0.26897 -0.37106 0.89016 5.8 -1.8 -1.6 -0.339
N 1.56981 -0.46798 0.55982 -5.8 1.3 1.0 -0.127
O 2.96171 -0.71906 -1.67602 -1.5 -0.2 1.0 -0.594
O 0.50348 -0.67614 -1.98031 0.5 0.0 1.2 -0.586
F -0.09795 -0.04096 2.14577 -0.2 0.2 -0.1 -0.023
S 1.63548 -1.20872 -1.14744 1.4 -0.3 -1.8 0.579
H -0.50849 -0.85348 0.28004 -0.2 0.9 0.3 0.091
```
Forces are in eV/Å.

Output
- max |F| (eV/Å) = 6.29
- HOMO (hartree) = -0.136
- electronic energy (eV) = -20191.27714
- Kohn-Sham gap (eV) = 7.773
- net charge = -1

---

No. 5
Entry from the OMol25 dataset: a gas-phase ion, H3N3O2P (charge -1) at a distorted geometry (ωB97M-V/def2-TZVPD).

Geometry as XYZ:
```
9
Properties=species:S:1:pos:R:3:forces:R:3:lowdin_charge:R:1
N 1.58710 0.55313 -0.97089 1.4 0.5 0.1 -0.038
N 0.41173 0.36876 -1.19695 -1.1 0.6 -1.6 -0.206
N 0.18354 -0.68803 1.23702 -2.3 -2.3 -0.4 -0.115
O -1.49499 1.34956 0.25860 2.9 -5.6 -0.7 -0.562
O -1.51689 -1.15250 -0.83290 -0.3 -1.4 0.5 -0.392
P -0.75357 -0.14919 -0.08160 -2.8 6.8 0.6 0.240
H 1.94228 0.98175 -1.85358 0.5 -0.2 0.3 0.028
H 0.19268 0.10052 1.83604 0.1 0.8 1.0 -0.006
H -0.55187 -1.36399 1.60428 1.5 0.8 0.2 0.050
```
Forces are in eV/Å.

Output
- max |F| (eV/Å) = 7.35
- HOMO (hartree) = -0.159
- electronic energy (eV) = -17904.34356
- structure (SMILES) = [H]/N=N/[P@@](N)(=O)[O-]
- Kohn-Sham gap (eV) = 8.939
- net charge = -1

---

No. 6
Entry from the OMol25 dataset: a molecular structure, C21H31BCl5F4N5O8PRb (ωB97M-V/def2-TZVPD).

Geometry as XYZ:
```
77
Properties=species:S:1:pos:R:3:forces:R:3:lowdin_charge:R:1
Rb -1.28897 -0.01608 -1.15480 0.0 0.1 0.3 0.791
N 1.26613 2.83724 1.44648 0.1 -0.1 -0.1 0.033
C 0.99385 2.75527 2.87935 0.0 0.0 0.0 -0.276
C 1.52605 1.45058 3.44962 0.0 0.0 0.0 -0.248
N 0.95119 0.29347 2.76946 0.0 0.0 0.0 -0.051
C 0.99115 -0.92520 3.57030 0.0 0.0 0.0 -0.247
C 0.23087 -2.07104 2.93038 0.0 0.0 0.0 -0.273
N 0.95177 -2.63401 1.78310 0.0 0.0 0.0 0.038
H 0.61111 2.22157 0.97428 0.0 0.0 0.0 0.058
H 1.01220 3.75790 1.10454 0.0 0.0 0.0 0.050
H 1.50531 3.58509 3.37609 0.0 0.0 0.0 0.108
H -0.07470 2.84080 3.10420 0.0 0.0 0.0 0.105
H 2.62686 1.45010 3.39937 0.0 0.0 0.0 0.105
H 1.24865 1.39153 4.50616 0.0 0.0 0.0 0.106
H 1.46193 0.15624 1.90360 0.0 0.0 0.0 0.078
H 2.02124 -1.25309 3.79350 0.0 0.0 0.0 0.114
H 0.50910 -0.69280 4.52397 0.0 0.0 0.0 0.108
H 0.12599 -2.86265 3.67934 0.0 0.0 0.0 0.106
H -0.77142 -1.72216 2.66434 0.0 0.0 0.0 0.090
H 0.30594 -3.19176 1.23246 0.0 0.0 0.0 0.034
H 1.23259 -1.89720 1.14411 0.0 0.0 0.0 0.031
Cl -3.36546 -7.72777 1.06027 0.0 0.0 0.0 0.602
C -3.00325 -6.03714 0.93607 0.0 0.0 0.0 -0.738
C -2.16551 -5.55935 -0.07238 0.0 0.0 0.0 -0.710
Cl -1.48060 -6.67206 -1.20928 0.0 0.0 0.0 0.644
C -1.87580 -4.21313 -0.17283 0.0 0.0 0.0 -0.609
Cl -0.84459 -3.59947 -1.41700 0.0 0.0 -0.1 0.722
C -2.40311 -3.23058 0.73136 0.1 0.0 0.0 -0.563
O -2.12266 -2.01239 0.63698 -0.1 0.1 0.0 -0.241
C -3.25245 -3.77248 1.75018 0.0 0.0 0.0 -0.614
Cl -3.91060 -2.63898 2.87831 0.0 0.0 0.0 0.677
C -3.53941 -5.12193 1.84296 0.0 0.0 0.0 -0.713
Cl -4.57823 -5.69606 3.10568 0.0 0.0 0.0 0.629
O -1.56717 2.31797 -7.16401 -0.1 -0.3 0.1 0.088
C -1.32078 3.37596 -6.42521 0.5 0.1 0.0 -0.532
O -1.32325 4.50262 -6.88792 -0.2 0.0 0.0 0.044
C -0.96128 3.14529 -5.00044 -0.1 -0.2 0.0 -0.065
C -0.76336 4.17398 -4.10547 0.0 0.1 0.0 -0.014
N -0.45682 3.62395 -2.92678 0.0 0.0 0.0 0.029
N -0.43557 2.29041 -2.97842 -0.1 -0.2 -0.1 0.057
C -0.73887 1.96363 -4.23313 0.0 0.2 0.2 -0.150
C -0.85391 0.48980 -4.59169 0.0 0.2 -0.1 -0.621
O -1.32394 0.23357 -5.73398 0.1 0.1 -0.1 -0.010
O -0.49253 -0.32673 -3.72900 -0.1 -0.1 -0.2 -0.163
H -1.50045 1.44658 -6.60209 0.0 0.1 0.0 0.054
H -0.83712 5.23798 -4.24967 0.0 0.0 0.0 0.133
H -0.36167 4.08681 -2.02481 0.1 0.0 0.0 0.120
C 2.52565 -0.99817 -4.37390 0.0 0.0 0.0 -0.078
C 2.77806 0.30447 -3.64675 0.0 0.0 -0.1 -0.290
O 3.44502 0.07539 -2.38442 -0.1 0.0 0.0 -0.308
P 2.44632 -0.09862 -1.10069 -0.1 0.1 0.1 0.854
O 3.55705 0.14104 0.07476 0.0 0.0 0.0 -0.318
C 4.11609 1.45755 0.18854 0.0 0.0 -0.1 -0.315
C 5.55251 1.44932 -0.29359 0.0 0.0 0.0 -0.082
O 2.29283 -1.69570 -0.93552 0.0 0.0 0.0 -0.345
C 3.40743 -2.59437 -0.82133 0.0 0.0 0.0 -0.286
C 2.91090 -3.99056 -1.11898 0.0 0.0 0.0 -0.080
H 2.07473 -0.79450 -5.34642 0.0 0.0 0.0 0.082
H 1.82241 -1.61371 -3.81234 0.0 0.0 0.0 0.065
H 3.46002 -1.54565 -4.51708 0.0 0.0 0.0 0.073
H 1.83123 0.82266 -3.47391 0.0 0.0 0.0 0.074
H 3.43691 0.96025 -4.21762 0.0 0.0 0.0 0.113
H 4.03629 1.75095 1.23327 0.0 0.0 0.0 0.096
H 3.51706 2.17451 -0.37826 0.0 0.0 0.0 0.100
H 6.13794 0.72433 0.27495 0.0 0.0 0.0 0.073
H 5.99757 2.43807 -0.16155 0.0 0.0 0.0 0.071
H 5.59194 1.17749 -1.34808 0.0 0.0 0.0 0.064
H 3.79964 -2.52703 0.19455 0.0 0.0 0.0 0.112
H 4.18639 -2.28775 -1.52353 0.0 0.0 0.0 0.110
H 2.12191 -4.26471 -0.41932 0.0 0.0 0.0 0.057
H 3.73062 -4.70571 -1.02335 0.0 0.0 0.0 0.072
H 2.50815 -4.04650 -2.13104 0.0 0.0 0.0 0.074
F -1.28360 4.54310 1.68153 0.0 0.0 0.0 0.113
B -1.51386 4.52037 0.30695 0.0 0.1 -0.2 -1.241
F -1.79693 3.21233 -0.14069 0.0 -0.1 0.1 0.072
F -2.54659 5.38811 -0.03944 0.0 0.0 0.0 0.111
F -0.30745 4.93760 -0.36982 0.0 0.0 0.0 0.039
```
Forces are in eV/Å.

Output
- max |F| (eV/Å) = 0.51
- HOMO (hartree) = -0.124
- electronic energy (eV) = -130228.45158
- Kohn-Sham gap (eV) = 7.079
- net charge = -2

---

No. 7
Entry from the OMol25 dataset: C4H3NO in the gas phase at a distorted geometry (ωB97M-V/def2-TZVPD).

Geometry as XYZ:
```
9
Properties=species:S:1:pos:R:3:forces:R:3:lowdin_charge:R:1
C 3.48374 -0.09890 -0.12497 -4.7 -0.4 0.7 0.045
C -1.77696 0.18770 -0.06655 1.5 1.9 1.4 -0.345
C -0.54160 -0.53932 0.14839 7.7 1.9 -1.0 0.000
C 0.80818 0.09771 0.00544 -1.9 1.1 -0.2 -0.025
N 2.27384 -0.17691 0.03113 1.0 -0.8 -0.4 -0.086
O -2.80981 -0.37449 -0.07157 -2.6 -1.6 -0.5 0.081
H -1.79110 1.28787 0.02449 0.6 0.2 -0.5 0.126
H -0.55654 -1.58900 0.28053 -0.3 -0.9 0.2 0.086
H 0.91024 1.20534 -0.22688 -1.3 -1.3 0.4 0.117
```
Forces are in eV/Å.

Output
- max |F| (eV/Å) = 7.98
- HOMO (hartree) = -0.386
- electronic energy (eV) = -7729.99378
- Kohn-Sham gap (eV) = 9.262

---

No. 8
Entry from the OMol25 dataset: 2 unconnected molecules or ions with the total composition C7H10ClFN2O4 at a distorted geometry (ωB97M-V/def2-TZVPD).

Geometry as XYZ:
```
25
Properties=species:S:1:pos:R:3:forces:R:3:lowdin_charge:R:1
C -4.07587 0.36940 -0.98782 -0.1 -0.4 0.7 -0.236
C 0.35236 -2.24128 -1.36087 -1.6 -0.8 1.9 -0.095
C 0.10673 -1.12412 -0.37868 -1.1 -0.8 0.7 -0.166
C -0.69433 2.34079 -0.14974 -0.1 0.5 0.7 -0.163
C 0.27421 3.34129 0.54756 -0.2 -1.9 0.0 -0.180
C -0.06784 0.12950 -0.76483 0.7 0.2 -0.8 -0.164
C -3.73826 -0.84267 -0.37255 0.1 -1.8 -1.3 -0.594
N -4.35974 1.36344 -1.47229 -0.2 0.9 -0.6 0.194
N -3.10228 -0.84885 0.76620 -0.7 1.0 0.0 -0.363
O -3.03122 0.10021 1.52677 0.6 0.6 0.5 0.062
O -2.57084 -2.01102 1.11250 0.3 -2.1 -0.1 0.065
O -0.11496 1.10451 0.22322 -0.2 -0.7 -1.7 -0.121
O -0.36692 4.54423 0.58705 -2.6 0.4 -1.6 -0.054
F 0.30020 5.55828 1.23235 1.4 0.5 0.9 -0.035
Cl -3.94937 -2.34728 -1.26724 0.2 1.1 0.5 0.718
H 1.33441 -2.57712 -1.17445 1.4 -0.4 -0.4 0.050
H 0.21934 -1.76501 -2.29776 0.1 -0.4 -1.4 0.052
H -0.27764 -3.20017 -1.19857 0.5 1.8 -0.4 0.105
H -2.04268 -1.91122 1.91312 -0.1 0.7 0.3 0.147
H -0.04170 -1.34142 0.69858 0.5 0.1 -0.7 0.110
H -0.86633 2.43144 -1.22134 0.7 0.2 -0.2 0.126
H -1.69091 2.40172 0.26391 -0.3 0.1 0.5 0.113
H 1.18684 3.28121 -0.02365 0.6 0.5 0.0 0.128
H 0.36716 2.89205 1.53794 0.5 0.2 0.1 0.134
H 0.00301 0.36094 -1.90888 -0.3 0.3 2.3 0.165
```
Forces are in eV/Å.

Output
- max |F| (eV/Å) = 3.10
- HOMO (hartree) = -0.333
- electronic energy (eV) = -33821.45767
- structure (SMILES) = N#C/C(Cl)=[N+](\[O-])O.C/C=C/OCCOF
- Kohn-Sham gap (eV) = 8.620